The following is a quantum chemistry calculation of an isolated ion of composition C3H7IN and charge +1 at a distorted geometry, from the Open Molecules 2025 dataset.

Its HOMO-LUMO gap is 9.255 eV. The HOMO energy is -0.5179 Ha. Its calculated total energy is -12805.97162 eV. Its molecular weight is 184.000 Da. The calculation puts the energy above the lowest of the compared OMol25 structures with the same formula, charge and spin at 2.517 eV. Its SMILES is C[N@H+]1C[C@@H]1I. The net charge is +1.

Geometry as XYZ:
```
12
Properties=species:S:1:pos:R:3:forces:R:3
C 1.11119 0.99157 0.07685 0.808 -0.649 -3.203
N 0.07028 0.08176 -0.45421 -0.810 3.052 0.053
C -0.05893 -1.27663 -0.11622 -2.593 -0.950 -0.528
C -0.99579 -0.29204 0.46432 -2.655 -1.374 -1.802
I -3.23974 -0.02554 -0.01475 2.356 -0.434 -0.002
H 0.70931 1.86424 0.42625 -1.632 2.176 0.718
H 1.58068 0.55452 0.89044 1.225 -1.207 1.219
H 1.76806 1.28860 -0.76808 -0.032 -0.598 0.750
H -0.29115 0.24905 -1.35590 -0.193 1.003 -1.385
H 0.80977 -1.54839 0.29984 2.588 -1.758 2.368
H -0.43710 -1.92883 -0.87967 -0.011 -0.115 -0.364
H -1.02658 0.04168 1.43113 0.949 0.854 2.176
```
Positions in Å, forces in eV/Å.

The following is a quantum chemistry calculation of a 2-piece molecular cluster, C3H7IN2 overall at a distorted geometry, from the Open Molecules 2025 dataset.

Its HOMO-LUMO gap is 9.616 eV. The HOMO energy is -0.3311 Ha. Its calculated total energy is -14301.90202 eV. Its molecular weight is 198.007 Da. The calculation puts the energy above the lowest of the compared OMol25 structures with the same formula, charge and spin at 3.428 eV. Its SMILES is [H]/N=N\C.C=CI.

Geometry as XYZ:
```
13
Properties=species:S:1:pos:R:3:forces:R:3
H -1.39266 0.31090 -1.02359 0.927 0.151 1.124
N -0.78503 -0.07724 -0.20170 -1.765 -1.377 -2.254
N -0.51170 0.68457 0.68272 1.538 0.069 0.433
C -0.77878 2.07228 0.64042 -2.492 0.337 1.625
H 0.07208 2.63545 0.44003 1.747 0.671 -0.851
H -1.65650 2.41285 0.05155 0.431 -0.368 0.040
H -0.91974 2.25746 1.71060 -0.550 0.620 -0.150
C 2.68581 -2.34113 0.38640 -0.443 1.794 -0.045
C 2.17788 -1.10702 0.34134 -0.254 -1.286 -0.631
I 3.14067 0.63166 -0.33300 -0.325 -0.447 0.337
H 3.73266 -2.48069 0.14422 -0.165 -0.913 0.302
H 1.83893 -3.00004 0.63090 1.374 -0.738 -0.134
H 1.09927 -1.18497 0.40570 -0.022 1.488 0.202
```
Positions in Å, forces in eV/Å.

The following is a quantum chemistry calculation of a 2-piece molecular cluster, C3H7IN2PS overall at a distorted geometry, from the Open Molecules 2025 dataset.

Its HOMO-LUMO gap (spin up / spin down) is 7.252 / 7.246 eV. The HOMO energy (spin up / spin down) is -0.4782 / -0.4781 Ha. Its calculated total energy is -34419.86249 eV. Its molecular weight is 261.048 Da. The calculation puts the energy above the lowest of the compared OMol25 structures with the same formula, charge and spin at 2.022 eV. The net charge is +1.

Geometry as XYZ:
```
15
Properties=species:S:1:pos:R:3:forces:R:3
C 1.10063 -3.34084 -0.55939 1.732 2.584 3.189
C -1.11955 1.34935 0.51054 -0.994 0.887 -2.294
C 1.65159 -0.87127 -0.49142 -0.923 0.296 0.165
N -0.28041 2.36625 0.31152 -1.483 1.603 1.541
N -2.42542 1.64666 0.40145 -0.453 1.628 1.279
P 1.93122 -2.31409 0.60385 -1.606 -1.029 -2.204
S -0.68605 -0.26613 0.34877 1.162 -1.205 0.129
I 2.95575 0.73575 -0.22375 -0.375 -0.390 -0.382
H 0.76945 -4.26813 -0.20387 -0.210 -1.589 -0.250
H 0.87439 -2.89880 -1.48716 -0.640 -0.247 -1.089
H 1.08403 -1.05282 -1.44834 1.089 0.776 0.884
H -0.55760 3.27962 0.72525 0.338 -0.873 -0.788
H 0.66918 2.16911 0.38145 1.862 -0.295 0.166
H -2.88821 2.54461 0.66182 1.242 -0.752 -0.409
H -3.07901 0.92072 0.46927 -0.743 -1.393 0.062
```
Positions in Å, forces in eV/Å.

The following is a quantum chemistry calculation of C3H7IN2PS as an isolated structure at a distorted geometry, from the Open Molecules 2025 dataset.

Its HOMO-LUMO gap (spin up / spin down) is 6.717 / 6.738 eV. The HOMO energy (spin up / spin down) is -0.4518 / -0.4521 Ha. Its calculated total energy is -34419.91259 eV. Its molecular weight is 261.048 Da. The calculation puts the energy above the lowest of the compared OMol25 structures with the same formula, charge and spin at 1.972 eV. The net charge is +1.

Geometry as XYZ:
```
15
Properties=species:S:1:pos:R:3:forces:R:3
C 2.22058 2.84730 -0.53894 -3.020 0.722 0.840
C -1.36442 -1.21001 0.35010 1.510 -0.354 0.703
C 0.48858 0.90081 -0.31943 -0.372 -1.514 -1.802
N -0.26705 -1.93011 0.46363 -0.187 -1.732 0.080
N -2.51161 -1.63621 0.78590 -4.910 -1.054 0.106
P 0.54394 2.68079 -0.79764 1.768 0.209 0.335
S -1.25654 0.42074 -0.22193 0.284 0.819 0.023
I 1.44441 -0.35314 -2.57281 -0.681 0.818 1.978
H 2.57475 3.76513 -0.11386 0.471 0.731 -0.830
H 2.79000 1.99868 -0.33640 1.120 -1.280 0.118
H 1.12538 0.63088 0.54229 -0.307 -0.202 -0.676
H -0.11991 -2.94786 0.45262 -1.059 0.645 0.267
H 0.58843 -1.47432 0.51868 1.644 1.103 -0.440
H -2.83470 -2.52386 1.27701 1.859 1.220 -0.971
H -3.42185 -1.16881 0.51078 1.880 -0.129 0.271
```
Positions in Å, forces in eV/Å.

The following is a quantum chemistry calculation of C3H7IN3O as an isolated structure at a distorted geometry, from the Open Molecules 2025 dataset.

Its HOMO-LUMO gap (spin up / spin down) is 5.895 / 6.635 eV. The HOMO energy (spin up / spin down) is -0.3763 / -0.4916 Ha. Its calculated total energy is -17829.37377 eV. Its molecular weight is 228.013 Da. The calculation puts the energy above the lowest of the compared OMol25 structures with the same formula, charge and spin at 1.523 eV. As for the multiplicity: 3. The net charge is +1.

Geometry as XYZ:
```
15
Properties=species:S:1:pos:R:3:forces:R:3
C -0.71847 -1.25417 -1.44365 0.805 1.041 2.849
C 0.72872 1.65885 -0.16306 -0.897 -1.645 0.712
C 0.26033 1.38967 1.19511 0.290 -0.415 1.604
N -0.80045 -1.89656 -0.31638 -0.260 0.257 -0.919
N 0.30519 0.90368 -1.08457 -0.637 -1.654 2.263
N -0.00898 -1.70309 0.80071 -0.713 1.396 -1.014
O -0.95927 -0.88819 -2.46716 -0.757 -0.223 -2.756
I 0.90899 1.68603 -2.98995 0.989 1.278 -3.265
H 1.38339 2.44018 -0.33714 1.377 1.822 -0.465
H 0.67311 0.49410 1.66399 0.002 -0.061 -0.547
H -0.78407 1.36678 1.14245 -1.874 -0.878 -0.224
H 0.33656 2.08052 1.99302 1.036 1.581 0.318
H -1.41763 -2.68756 -0.47937 -0.158 -0.389 0.828
H 0.47774 -2.52810 0.98202 0.821 -1.107 1.032
H -0.38516 -1.06213 1.50397 -0.024 -1.004 -0.414
```
Positions in Å, forces in eV/Å.

The following is a quantum chemistry calculation of a 2-piece molecular cluster, C3H7IO2 overall at a distorted geometry, from the Open Molecules 2025 dataset.

Its HOMO-LUMO gap is 10.525 eV. The HOMO energy is -0.3628 Ha. Its calculated total energy is -15419.78328 eV. Its molecular weight is 201.991 Da. The calculation puts the energy above the lowest of the compared OMol25 structures with the same formula, charge and spin at 0.701 eV. Its SMILES is CCC(=O)O.I.

Geometry as XYZ:
```
13
Properties=species:S:1:pos:R:3:forces:R:3
C 0.61457 0.80078 -0.08213 -0.551 0.742 2.734
C -0.65936 0.00404 0.20878 1.192 2.191 -2.877
C -0.36966 -1.41248 -0.13937 -2.323 2.292 2.400
O 0.59634 -1.84952 -0.62274 2.644 -1.378 -1.676
O -1.42668 -2.08552 0.23089 -1.898 -1.243 0.270
H 0.26440 1.81146 -0.09338 0.406 0.969 -0.146
H 0.93736 0.51287 -1.00644 1.230 -0.428 -2.458
H 1.46122 0.71707 0.65934 -1.095 -0.158 -0.645
H -1.00357 0.32679 1.14741 -0.750 -0.735 1.501
H -1.45053 0.40946 -0.54047 1.116 -0.956 1.113
H -1.44898 -2.90430 -0.24674 0.048 -1.274 -0.177
I 4.51675 -0.42997 0.33857 0.689 0.493 -0.022
H 3.27658 -1.38656 0.40744 -0.707 -0.516 -0.015
```
Positions in Å, forces in eV/Å.

The following is a quantum chemistry calculation of C3H7IS as an isolated structure at a distorted geometry, from the Open Molecules 2025 dataset.

Its HOMO-LUMO gap is 9.744 eV. The HOMO energy is -0.3422 Ha. Its calculated total energy is -22159.42726 eV. Its molecular weight is 202.060 Da. The calculation puts the energy above the lowest of the compared OMol25 structures with the same formula, charge and spin at 0.384 eV.

Geometry as XYZ:
```
12
Properties=species:S:1:pos:R:3:forces:R:3
C 0.48173 1.30966 -0.31244 -1.559 -1.375 -2.142
C -1.05370 -0.67492 0.65088 -0.654 0.043 -3.651
C 0.13694 -0.19879 -0.37004 -1.514 -0.814 1.128
S 1.61574 -1.24769 -0.12292 -0.399 0.225 -0.652
I -0.34269 -0.68285 -2.43598 -0.344 0.207 0.090
H 1.31627 1.33125 -0.97936 0.210 0.844 -1.103
H 0.93275 1.63515 0.54823 0.579 0.411 2.828
H -0.38844 1.96816 -0.57092 0.928 -0.641 -0.024
H -1.77658 -1.43594 0.24696 1.163 0.305 -0.448
H -1.77222 0.13715 0.72157 0.438 0.476 1.003
H -0.69116 -1.19984 1.48692 0.633 0.310 1.547
H 1.54136 -0.94135 1.13711 0.517 0.009 1.422
```
Positions in Å, forces in eV/Å.

The following is a quantum chemistry calculation of C3H7MgO2 as an isolated structure at a distorted geometry, from the Open Molecules 2025 dataset.

Its HOMO-LUMO gap is 7.668 eV. The HOMO energy is -0.4728 Ha. Its calculated total energy is -12755.75593 eV. Its molecular weight is 99.392 Da. The net charge is +1.

Geometry as XYZ:
```
13
Properties=species:S:1:pos:R:3:forces:R:3
C -0.02956 1.24335 -0.25738 -0.404 -0.887 -2.381
O -1.03612 0.90368 0.73319 0.733 0.358 0.717
C -1.57997 -0.28622 0.66483 0.577 0.099 0.384
C -1.51089 -1.15946 -0.38325 0.580 -0.581 -0.334
H 2.49348 0.77804 0.58554 0.266 -3.760 -0.902
H -0.61692 1.64028 -1.10517 0.304 -0.640 -0.194
H 0.63579 2.10313 -0.11996 -0.537 0.010 1.570
H -1.99390 -0.60263 1.62685 -0.111 0.212 -0.301
H -1.38238 -0.80820 -1.41218 -0.192 -0.111 0.302
H -1.88720 -2.16892 -0.22197 -0.203 0.385 -0.191
Mg 0.89737 -0.86356 -0.56118 -1.377 1.575 0.394
O 2.55506 -0.27859 0.35481 -0.053 3.115 0.681
H 3.45524 -0.50092 0.09588 0.418 0.226 0.256
```
Positions in Å, forces in eV/Å.

The following is a quantum chemistry calculation of C3H7N as an isolated structure at a distorted geometry, from the Open Molecules 2025 dataset.

Its HOMO-LUMO gap is 9.887 eV. The HOMO energy is -0.3260 Ha. Its calculated total energy is -4710.50400 eV. Its molecular weight is 57.096 Da. The calculation puts the energy above the lowest of the compared OMol25 structures with the same formula, charge and spin at 3.653 eV.

Geometry as XYZ:
```
11
Properties=species:S:1:pos:R:3:forces:R:3
C -0.37016 0.12961 1.59219 -1.479 -0.746 -0.206
C -0.44110 -0.75381 0.56850 1.535 -1.288 -0.904
N -0.15888 -0.35049 -0.92297 -1.641 0.585 3.126
C 0.87875 0.64955 -1.14617 1.054 -0.507 -0.527
H -0.58476 1.19224 1.38628 1.309 -0.337 0.031
H -0.62571 -0.15140 2.60991 -0.033 -0.231 -0.221
H -0.90517 -1.75287 0.37096 0.878 0.607 1.578
H -0.85280 0.18734 -0.30142 -1.334 1.498 -3.431
H 0.59837 1.29201 -1.99086 0.006 -0.182 0.190
H 1.79080 0.08311 -1.44293 -0.371 0.563 0.191
H 1.11076 1.28807 -0.29912 0.076 0.037 0.174
```
Positions in Å, forces in eV/Å.

The following is a quantum chemistry calculation of one molecule with the formula C3H7N at a distorted geometry, from the Open Molecules 2025 dataset.

Its HOMO-LUMO gap is 10.602 eV. The HOMO energy is -0.3441 Ha. Its calculated total energy is -4712.43530 eV. Its molecular weight is 57.096 Da. The calculation puts the energy above the lowest of the compared OMol25 structures with the same formula, charge and spin at 1.722 eV. Its SMILES is NC1CC1.

Geometry as XYZ:
```
11
Properties=species:S:1:pos:R:3:forces:R:3
N -0.15071 -1.64168 0.24758 1.084 3.321 0.292
C -0.35539 -0.14441 0.20953 -3.032 -1.041 1.530
C -0.03801 0.75324 -0.96861 1.165 0.155 0.562
C 0.74234 0.72413 0.39366 -0.645 3.777 1.144
H -0.30135 -2.06600 1.15281 -0.304 0.254 -0.093
H -0.77568 -1.92125 -0.43202 -1.571 -1.687 -1.289
H -1.19844 0.38987 0.82995 0.695 -1.954 -1.363
H 0.47301 0.56029 -1.91810 0.271 -1.028 0.807
H -0.67019 1.58372 -1.22738 -0.551 0.215 0.772
H 0.63161 1.50114 1.24293 0.161 -0.901 -1.888
H 1.64283 0.26095 0.46966 2.727 -1.111 -0.474
```
Positions in Å, forces in eV/Å.

The following is a quantum chemistry calculation of one molecule with the formula C3H7N at a distorted geometry, from the Open Molecules 2025 dataset.

Its HOMO-LUMO gap is 10.627 eV. The HOMO energy is -0.3429 Ha. Its calculated total energy is -4712.95393 eV. Its molecular weight is 57.096 Da. The calculation puts the energy above the lowest of the compared OMol25 structures with the same formula, charge and spin at 1.203 eV. Its SMILES is CN1CC1.

Geometry as XYZ:
```
11
Properties=species:S:1:pos:R:3:forces:R:3
C 1.42123 -0.01893 0.09798 1.523 -0.047 1.479
N 0.17122 -0.01176 -0.57332 -1.158 -0.262 0.502
C -0.90580 -0.72249 0.12535 -0.131 -0.283 0.125
C -0.88700 0.74607 0.11216 1.631 -0.141 0.980
H 2.07939 0.76019 -0.28898 -0.002 -0.060 -0.300
H 1.37299 0.22295 1.21117 -0.211 -0.523 -0.942
H 1.92815 -1.00089 -0.02556 -0.298 0.606 0.068
H -0.80214 -1.25097 1.08639 0.567 0.435 -0.409
H -1.53494 -1.26044 -0.54357 -0.575 -0.207 -0.421
H -0.53280 1.21184 1.03925 -0.321 -0.085 -0.189
H -1.47972 1.37183 -0.47834 -1.025 0.568 -0.894
```
Positions in Å, forces in eV/Å.

The following is a quantum chemistry calculation of a 2-piece molecular cluster, C3H7N overall at a distorted geometry, from the Open Molecules 2025 dataset.

Its HOMO-LUMO gap is 10.682 eV. The HOMO energy is -0.3541 Ha. Its calculated total energy is -4711.63690 eV. Its molecular weight is 57.096 Da. The calculation puts the energy above the lowest of the compared OMol25 structures with the same formula, charge and spin at 2.520 eV. Its SMILES is C=C.C=N.

Geometry as XYZ:
```
11
Properties=species:S:1:pos:R:3:forces:R:3
C 4.11725 -2.11505 0.72094 -1.176 1.379 -0.444
C 5.15759 -1.93696 -0.08266 -0.406 1.161 0.256
H 3.15220 -2.52583 0.43426 0.445 -0.825 -0.090
H 3.97687 -1.40432 1.54464 0.528 -0.683 0.205
H 5.24614 -2.23448 -1.12061 0.034 -0.576 0.261
H 5.81118 -1.13624 0.25379 0.574 -0.455 -0.187
C -4.33845 2.30504 -0.73090 -2.001 -0.491 0.619
N -4.99867 1.70853 0.19568 2.362 0.992 1.033
H -4.44365 3.38727 -0.71395 -0.203 0.097 -1.000
H -3.92151 1.74476 -1.57055 1.135 0.334 0.332
H -4.46448 0.87121 0.46397 -1.294 -0.933 -0.984
```
Positions in Å, forces in eV/Å.